i:
{"formula": "C2H4N2OS2", "method": "ωB97M-V/def2-TZVPD", "symbols": ["C", "C", "H", "H", "H", "H", "N", "N", "O", "S", "S"], "coordinates": [[0.696, 0.405, 0.818], [-1.460, 0.233, -0.662], [2.780, -1.704, 2.172], [0.358, 1.170, 1.724], [1.057, -1.741, -0.924], [-1.829, -0.110, -1.756], [1.635, -0.651, 0.906], [0.037, 0.292, -0.447], [2.254, -0.691, 2.177], [0.820, -0.480, -1.760], [-2.539, 0.892, 0.337]], "smiles": "O/N=C/N(S)C=S", "lumo_energy_ev": -0.397, "spin_multiplicity": 1, "gap_ev": 8.477}

ii:
{"formula": "C2H4N2OS2", "method": "ωB97M-V/def2-TZVPD", "symbols": ["C", "C", "H", "H", "H", "H", "N", "N", "O", "S", "S"], "coordinates": [[0.893, 0.043, 0.081], [-2.961, -0.277, -0.071], [-0.110, 2.551, 0.925], [1.625, 2.014, -0.583], [-3.039, -0.481, 1.303], [-3.894, -0.316, -0.727], [0.961, 1.371, -0.013], [-1.792, -0.154, -0.709], [-0.234, 2.028, 0.104], [2.295, -0.776, -0.122], [-0.700, -0.918, 0.325]], "lumo_energy_ev": 0.048, "spin_multiplicity": 1, "gap_ev": 8.394}

Computed stability ranking, most favorable first: ii, i

i:
{"formula": "C2H4N2OS2", "method": "ωB97M-V/def2-TZVPD", "symbols": ["C", "C", "H", "H", "H", "H", "N", "N", "O", "S", "S"], "coordinates": [[-0.980, 0.236, 0.027], [0.662, -1.573, -0.008], [-0.389, 2.237, -0.037], [-2.065, 1.939, 0.000], [2.568, -0.110, 0.059], [-0.190, -2.225, -0.040], [-1.122, 1.555, -0.006], [0.325, -0.225, -0.001], [1.816, -1.953, 0.003], [-2.291, -0.801, 0.003], [1.667, 0.921, 0.001]], "smiles": "NC(=S)N(S)C=O", "lumo_energy_ev": 0.312, "spin_multiplicity": 1, "gap_ev": 9.142}

ii:
{"formula": "C2H4N2OS2", "method": "ωB97M-V/def2-TZVPD", "symbols": ["C", "C", "H", "H", "H", "H", "N", "N", "O", "S", "S"], "coordinates": [[0.798, 1.335, 0.493], [-1.003, -1.332, -0.838], [2.460, 0.280, 0.982], [1.242, -0.544, -0.033], [-2.308, -0.317, 0.352], [-1.844, -2.070, -0.861], [1.489, 0.192, 0.584], [-1.408, -0.210, -0.135], [0.102, -1.426, -1.355], [1.194, 2.763, 1.156], [-0.722, 1.328, -0.345]], "lumo_energy_ev": 0.335, "spin_multiplicity": 1, "gap_ev": 8.805}

iii:
{"formula": "C2H4N2OS2", "method": "ωB97M-V/def2-TZVPD", "symbols": ["C", "C", "H", "H", "H", "H", "N", "N", "O", "S", "S"], "coordinates": [[-0.126, -0.013, -0.168], [0.952, -0.821, -0.747], [0.723, 2.202, 1.834], [-1.124, 1.759, -0.234], [1.056, -1.820, -0.245], [-1.763, -2.379, 0.777], [-0.171, 1.353, -0.091], [-1.150, -0.605, 0.285], [-1.203, -1.963, -0.028], [0.961, 2.455, 0.518], [1.845, -0.165, -1.900]], "smiles": "O/N=C(\\C=S)NS", "lumo_energy_ev": -0.824, "spin_multiplicity": 1, "gap_ev": 7.989}

Computed stability ranking, most favorable first: ii, i, iii

i:
{"formula": "C4H13N2O", "method": "ωB97M-V/def2-TZVPD", "symbols": ["C", "C", "C", "C", "N", "N", "O", "H", "H", "H", "H", "H", "H", "H", "H", "H", "H", "H", "H", "H"], "coordinates": [[0.703, 0.750, 1.434], [-0.064, -1.419, 1.905], [1.038, -0.987, -0.264], [-0.855, 1.043, -3.195], [-1.111, -0.250, 0.266], [0.187, -0.429, 0.817], [-0.590, 1.325, -1.969], [1.695, 0.513, 1.664], [0.646, 1.667, 0.717], [0.295, 0.986, 2.378], [-0.154, -2.542, 1.531], [0.717, -1.363, 2.509], [-0.952, -1.161, 2.568], [0.401, -1.501, -0.933], [1.452, -0.150, -0.774], [1.764, -1.678, 0.208], [-1.570, 0.202, -3.268], [0.077, 0.613, -3.791], [-1.265, 1.862, -3.708], [-1.451, 0.667, -0.001]], "lumo_energy_ev": [-5.562, -5.375], "spin_multiplicity": 1, "total_charge": 1, "gap_ev": [8.764, 8.397]}

ii:
{"formula": "C4H13N2O", "method": "ωB97M-V/def2-TZVPD", "symbols": ["C", "C", "C", "C", "N", "N", "H", "H", "H", "H", "H", "H", "H", "H", "H", "H", "H", "H", "H", "O"], "coordinates": [[0.038, -0.610, -0.062], [1.333, 0.140, 0.300], [0.912, 1.161, 1.410], [1.296, 2.460, 1.279], [0.243, 0.559, 2.472], [-0.409, -0.557, -1.498], [0.207, -1.696, 0.260], [-0.681, -0.185, 0.645], [2.138, -0.568, 0.568], [1.809, 0.680, -0.675], [1.607, 3.001, 2.131], [1.636, 2.892, 0.207], [-0.420, 1.029, 2.861], [0.641, -0.187, 2.969], [-0.841, 0.328, -1.811], [0.483, -0.470, -2.019], [-1.152, -1.213, -1.876], [-3.047, -2.324, -3.232], [-3.011, -2.522, -1.641], [-2.782, -1.921, -2.288]], "lumo_energy_ev": -3.202, "spin_multiplicity": 1, "total_charge": 1, "gap_ev": 8.664}

iii:
{"formula": "C4H13N2O", "method": "ωB97M-V/def2-TZVPD", "symbols": ["C", "C", "C", "N", "C", "N", "H", "H", "H", "H", "H", "H", "H", "H", "H", "H", "H", "H", "H", "O"], "coordinates": [[-0.719, -2.524, 0.495], [-0.220, -1.206, 1.147], [0.974, -0.659, 0.339], [-0.938, 1.544, -1.399], [0.024, 0.605, -1.685], [0.775, -0.269, -1.065], [-1.011, -2.369, -0.641], [-1.713, -2.869, 0.833], [0.051, -3.296, 0.515], [-0.950, -0.496, 1.337], [0.134, -1.567, 2.159], [1.329, 0.218, 0.880], [1.832, -1.376, 0.438], [-1.520, 1.679, -2.220], [-0.976, 1.999, -0.467], [0.203, 0.455, -2.805], [1.328, -1.043, -1.556], [-0.299, 2.145, 2.418], [0.810, 2.913, 1.733], [0.196, 2.173, 1.606]], "lumo_energy_ev": -3.422, "spin_multiplicity": 1, "total_charge": 1, "gap_ev": 11.333}

iv:
{"formula": "C4H13N2O", "method": "ωB97M-V/def2-TZVPD", "symbols": ["C", "C", "N", "H", "H", "H", "H", "H", "H", "H", "O", "C", "C", "N", "H", "H", "H", "H", "H", "H"], "coordinates": [[-1.714, 0.223, 1.899], [-1.760, -1.113, 1.179], [-1.329, -0.974, -0.267], [-2.303, 0.966, 1.363], [-2.158, 0.103, 2.888], [-0.700, 0.580, 2.011], [-1.086, -1.839, 1.626], [-2.773, -1.513, 1.162], [-1.145, -1.902, -0.638], [-2.097, -0.578, -0.810], [3.320, 1.495, -0.259], [3.075, 0.930, -1.284], [1.744, 0.235, -1.485], [0.718, 0.735, -0.554], [3.781, 0.915, -2.129], [1.402, 0.318, -2.510], [1.910, -0.833, -1.303], [-0.444, -0.276, -0.398], [1.151, 0.873, 0.357], [0.407, 1.655, -0.850]], "lumo_energy_ev": -3.176, "spin_multiplicity": 1, "total_charge": 1, "gap_ev": 10.473}

Computed stability ranking, most favorable first: iv, iii, ii, i

i:
{"formula": "C4H13N2O", "method": "ωB97M-V/def2-TZVPD", "symbols": ["C", "C", "O", "N", "H", "H", "H", "H", "H", "C", "C", "N", "H", "H", "H", "H", "H", "H", "H", "H"], "coordinates": [[-3.051, -0.303, 0.363], [-1.731, -0.992, 0.490], [-0.686, -0.328, 0.659], [-1.670, -2.321, 0.662], [-3.778, -0.849, 0.971], [-3.480, -0.373, -0.613], [-0.771, -2.714, 0.877], [-2.427, -2.951, 0.453], [-2.911, 0.721, 0.687], [2.392, 0.842, -0.697], [2.216, 1.679, 0.535], [1.067, 0.272, -1.198], [2.908, 1.249, -1.569], [3.020, -0.045, -0.609], [2.417, 2.736, 0.418], [2.967, 1.401, 1.278], [0.342, 0.984, -1.239], [0.743, -0.325, -0.398], [1.223, -0.277, -2.021], [1.212, 1.595, 0.951]], "lumo_energy_ev": -3.043, "spin_multiplicity": 1, "total_charge": 1, "gap_ev": 11.129}

ii:
{"formula": "C4H13N2O", "method": "ωB97M-V/def2-TZVPD", "symbols": ["C", "C", "C", "N", "C", "N", "H", "H", "H", "H", "H", "H", "H", "H", "H", "H", "H", "H", "H", "O"], "coordinates": [[0.729, 0.117, 2.435], [-0.276, 0.674, 1.404], [-0.953, -0.519, 0.646], [-0.870, -0.789, -2.335], [-0.023, -1.362, -1.493], [0.059, -1.148, -0.217], [1.464, 0.899, 2.633], [0.154, -0.008, 3.350], [1.261, -0.798, 2.197], [0.051, 1.343, 0.603], [-0.988, 1.305, 1.926], [-1.836, -0.328, 0.049], [-1.101, -1.247, 1.448], [-1.053, -1.331, -3.162], [-1.644, -0.193, -2.083], [0.735, -2.005, -1.924], [0.929, -1.338, 0.267], [1.104, 2.153, -2.687], [1.235, 2.702, -1.318], [1.022, 1.873, -1.741]], "lumo_energy_ev": -3.230, "spin_multiplicity": 1, "total_charge": 1, "gap_ev": 11.583}

Computed stability ranking, most favorable first: i, ii

i:
{"formula": "C3H6NO", "method": "ωB97M-V/def2-TZVPD", "symbols": ["C", "C", "C", "N", "O", "H", "H", "H", "H", "H", "H"], "coordinates": [[0.619, 0.552, -1.066], [-0.364, 0.572, 0.158], [0.841, 0.142, 0.910], [-0.439, -0.910, 0.473], [1.658, 0.129, -0.147], [0.397, -0.265, -1.693], [0.904, 1.501, -1.508], [-1.315, 1.184, 0.203], [1.147, -0.001, 1.996], [-1.301, -1.233, 0.915], [0.086, -1.560, -0.130]], "lumo_energy_ev": -3.611, "spin_multiplicity": 1, "total_charge": 1, "gap_ev": 12.518}

ii:
{"formula": "C3H6NO", "method": "ωB97M-V/def2-TZVPD", "symbols": ["C", "C", "C", "N", "O", "H", "H", "H", "H", "H", "H"], "coordinates": [[2.064, 0.246, -0.665], [-0.313, -0.466, -1.263], [-1.544, -0.159, 0.777], [0.845, -0.065, -0.887], [-1.391, -0.527, -0.545], [2.746, -0.506, -0.138], [2.331, 1.240, -0.866], [-0.592, -0.921, -2.243], [-2.624, 0.196, 0.766], [-0.879, 0.615, 1.183], [-1.258, -0.959, 1.454]], "smiles": "C=[N+]=COC", "lumo_energy_ev": -5.471, "spin_multiplicity": 1, "total_charge": 1, "gap_ev": 10.586}

Computed stability ranking, most favorable first: ii, i

i:
{"formula": "C3H7NO3", "method": "ωB97M-V/def2-TZVPD", "symbols": ["C", "N", "C", "C", "O", "O", "H", "H", "H", "H", "H", "H", "H", "O"], "coordinates": [[-0.841, 1.412, -1.180], [0.152, 0.594, -0.748], [0.660, 0.784, 0.617], [-0.500, 0.751, 1.619], [-0.839, -0.236, 2.217], [-1.418, 2.208, -0.481], [-0.916, 1.376, -2.277], [0.463, -0.070, -1.436], [1.034, 1.801, 0.543], [1.417, 0.215, 1.147], [-0.968, 1.707, 1.879], [1.097, -3.026, -0.356], [0.219, -3.786, -1.242], [0.439, -3.731, -0.302]], "smiles": "O=CCNC=O.O", "lumo_energy_ev": 0.232, "spin_multiplicity": 1, "gap_ev": 9.905}

ii:
{"formula": "C3H7NO3", "method": "ωB97M-V/def2-TZVPD", "symbols": ["C", "C", "C", "N", "O", "O", "O", "H", "H", "H", "H", "H", "H", "H"], "coordinates": [[1.217, 0.439, -0.553], [0.603, -0.910, -0.220], [-2.275, -0.118, 0.084], [0.434, -1.271, 0.943], [0.721, -0.470, 1.968], [-2.612, -1.303, 0.589], [-2.095, 0.865, 0.728], [0.569, 0.929, -1.283], [1.352, 1.096, 0.290], [2.125, 0.285, -0.973], [0.218, -1.535, -0.972], [-1.948, -0.329, -0.937], [-3.081, -1.347, 1.484], [0.838, 0.435, 1.559]], "smiles": "C/C=N\\O.O=CO", "lumo_energy_ev": 0.818, "spin_multiplicity": 1, "gap_ev": 10.473}

iii:
{"formula": "C3H7NO3", "method": "ωB97M-V/def2-TZVPD", "symbols": ["C", "C", "N", "C", "O", "O", "O", "H", "H", "H", "H", "H", "H", "H"], "coordinates": [[0.380, -0.334, -0.085], [-1.691, 0.705, -0.810], [-0.641, 0.631, 0.191], [1.728, 0.125, 0.524], [2.406, -0.865, 1.082], [0.036, -1.601, 0.444], [2.099, 1.262, 0.474], [1.858, -1.678, 1.033], [-0.604, -1.446, 1.151], [-0.216, 1.542, 0.337], [0.561, -0.496, -1.166], [-2.434, 1.427, -0.479], [-2.164, -0.273, -0.895], [-1.320, 1.001, -1.800]], "smiles": "CN[C@H](O)C(=O)O", "lumo_energy_ev": 0.739, "spin_multiplicity": 1, "gap_ev": 10.590}

iv:
{"formula": "C3H7NO3", "method": "ωB97M-V/def2-TZVPD", "symbols": ["C", "C", "C", "H", "H", "H", "H", "H", "H", "H", "N", "O", "O", "O"], "coordinates": [[-2.210, -0.075, 0.184], [0.032, -0.776, -0.167], [1.397, 1.176, -0.060], [-2.262, -0.303, 1.381], [-2.634, 0.966, -0.005], [-2.678, -1.035, -0.326], [0.509, 1.615, -0.611], [2.215, 1.649, -0.746], [1.330, 1.978, 1.009], [1.852, -1.992, -0.160], [1.299, -0.226, -0.072], [-0.867, 0.175, -0.402], [-0.297, -2.020, -0.178], [2.313, -1.132, 0.151]], "smiles": "COC(=O)N(C)O", "lumo_energy_ev": 0.659, "spin_multiplicity": 1, "gap_ev": 9.734}

Computed stability ranking, most favorable first: iii, i, ii, iv